{"formula": "C4H8OS", "method": "wB97M-V/def2-TZVPD", "homo_energy_ev": [-4.928, -9.416], "de_lowest_ev": 4.478, "spin_multiplicity": 3, "elements": ["S", "O", "C", "C", "C", "C", "H", "H", "H", "H", "H", "H", "H", "H"], "coordinates": [[3.263, -0.595, 0.781], [2.658, -0.596, 2.346], [0.099, -0.019, -1.806], [-2.321, -0.062, 1.125], [-1.161, 0.364, -1.107], [-1.630, 0.073, 0.049], [-0.087, -0.694, -2.709], [1.747, -0.612, 2.385], [0.763, -0.507, -0.992], [-2.192, 0.456, 2.039], [0.461, 0.998, -2.137], [-1.695, 1.011, -1.646], [-3.252, -0.625, 1.141], [3.346, 0.808, 0.532]], "forces_ev_per_angstrom": [[-0.36, 1.48, 0.28], [3.70, 0.18, -0.32], [1.32, 0.68, 1.48], [-3.87, -0.84, 3.75], [2.15, -1.89, -2.07], [3.30, -0.52, 0.05], [0.16, 0.92, 1.36], [-3.17, -0.04, -0.38], [-0.56, 0.69, -1.82], [1.30, -0.55, 1.29], [0.53, -1.28, -0.17], [-3.28, 1.82, -3.29], [-1.04, 0.97, -0.58], [-0.18, -1.62, 0.44]]}